ORCA calculation (ωB97M-V/def2-TZVPD) on C4H4N2O2 in the gas phase.

Output
2S+1 = 1
LUMO energy = -0.0320 hartree
SMILES = O=CC1=NNC(=O)C1

Structure (XYZ):
```
12
C4H4N2O2 (ωB97M-V/def2-TZVPD)
O 2.444 -0.845 -0.118
C 2.121 0.295 0.094
C 0.672 0.458 -0.094
N -0.118 1.502 0.016
N -1.387 1.007 -0.075
C -1.383 -0.307 0.135
O -2.372 -1.070 -0.089
C 0.074 -0.778 0.132
H 2.967 1.217 -0.058
H -2.302 1.580 0.137
H -0.102 -1.635 -0.718
H 0.500 -1.419 1.104
```